(1)
This record from the Open Molecules 2025 dataset describes a cluster of 2 separate species, C6H9Br in total. The level of theory is wB97M-V/def2-TZVPD.

Output
LUMO (alpha / beta), eV: -0.4 / -0.4
Total charge: 0
HOMO-LUMO gap (alpha / beta), eV: 7.448 / 7.447

Each line ends with the natural charge from an NBO analysis.
Positions of all 16 atoms, in Å:
C  3.219  -1.397  -0.604  -0.250
C  0.370  -0.576  0.549  0.176
C  -0.997  1.243  -0.697  -0.366
C  -1.351  1.360  0.718  -0.367
C  0.036  0.789  0.356  -0.420
C  -0.626  -1.627  0.320  -0.783
Br  3.965  0.205  -0.139  0.095
H  2.632  -1.216  -1.526  0.094
H  -1.457  0.462  -1.286  0.220
H  -0.730  2.123  -1.263  0.231
H  -1.340  2.325  1.204  0.231
H  -2.064  0.662  1.134  0.220
H  0.854  1.487  0.507  0.217
H  -1.672  -1.327  0.175  0.171
H  -0.559  -2.359  1.126  0.259
H  -0.281  -2.154  -0.574  0.271

(2)
This record from the Open Molecules 2025 dataset describes an isolated molecule of C4H9NO. The level of theory is wB97M-V/def2-TZVPD.

Output
SMILES: CC(C)NC=O
LUMO, eV: 1.0
Total charge: 0
HOMO-LUMO gap, eV: 10.625

Each line ends with the natural charge from an NBO analysis.
Positions of all 15 atoms, in Å:
C  -0.764  -1.189  0.289  -0.607
C  -0.047  0.163  0.429  -0.054
C  1.158  0.205  1.364  -0.615
N  0.357  0.481  -0.941  -0.671
C  -0.636  0.803  -1.839  0.532
O  -1.692  1.315  -1.532  -0.578
H  -0.037  -1.980  0.072  0.204
H  -1.434  -1.106  -0.572  0.216
H  -1.382  -1.482  1.140  0.211
H  -0.766  0.916  0.770  0.206
H  1.609  1.205  1.344  0.212
H  1.933  -0.522  1.090  0.205
H  0.860  0.006  2.399  0.223
H  1.305  0.751  -1.148  0.403
H  -0.464  0.433  -2.865  0.115

(3)
This record from the Open Molecules 2025 dataset describes a cluster of 3 separate species, C4H12NO3S in total. The level of theory is wB97M-V/def2-TZVPD.

Output
LUMO, eV: 3.4
Total charge: -1
HOMO-LUMO gap, eV: 6.418

Each line ends with the natural charge from an NBO analysis.
Positions of all 21 atoms, in Å:
O  0.712  -2.644  1.190  -0.696
C  0.004  -1.639  1.277  0.519
N  -0.456  -0.974  0.225  -0.604
C  -1.229  0.297  0.233  -0.060
C  -0.343  1.433  -0.274  -0.540
S  -1.274  2.974  -0.586  -0.694
C  -1.797  0.607  1.601  -0.642
H  -0.271  -1.240  2.253  0.125
H  -0.197  -1.339  -0.682  0.419
H  -2.044  0.160  -0.471  0.200
H  0.088  1.129  -1.229  0.176
H  0.450  1.599  0.467  0.170
H  -2.409  -0.203  2.006  0.193
H  -1.002  0.864  2.296  0.195
H  -2.407  1.504  1.503  0.264
H  2.754  0.537  -1.765  0.478
H  2.030  0.145  -0.501  0.488
O  2.831  -0.066  -0.998  -0.956
H  1.448  -2.854  -0.458  0.492
H  2.276  -1.900  -1.332  0.485
O  1.663  -2.654  -1.386  -1.013

(4)
This record from the Open Molecules 2025 dataset describes a cluster of 2 separate species, C2H10N4 in total. The level of theory is wB97M-V/def2-TZVPD.

Output
SMILES: [H]/N=C/N.NCN
LUMO, eV: 0.6
Total charge: 0
HOMO-LUMO gap, eV: 10.048

Each line ends with the natural charge from an NBO analysis.
Positions of all 16 atoms, in Å:
N  -0.662  2.011  -1.243  -0.826
C  -0.795  2.690  -0.017  -0.051
N  -1.407  1.597  0.987  -0.882
H  0.076  1.278  -1.010  0.345
H  -1.438  1.394  -1.525  0.377
H  0.110  3.005  0.480  0.179
H  -1.600  3.427  0.034  0.174
H  -2.137  2.111  1.491  0.347
H  -0.637  1.416  1.673  0.338
N  2.010  -1.714  0.460  -0.824
C  0.753  -2.134  0.128  0.282
N  0.312  -3.122  -0.551  -0.722
H  2.155  -0.926  1.064  0.395
H  2.637  -1.839  -0.319  0.391
H  -0.008  -1.474  0.566  0.124
H  -0.671  -3.294  -0.331  0.353

(5)
This record from the Open Molecules 2025 dataset describes a cluster of 2 separate species, C4H8NO in total. The level of theory is wB97M-V/def2-TZVPD.

Output
LUMO, eV: -5.9
Total charge: +1
HOMO-LUMO gap, eV: 6.752

Each line ends with the natural charge from an NBO analysis.
Positions of all 14 atoms, in Å:
C  0.670  -0.836  0.813  0.816
C  2.482  0.696  0.951  -0.118
C  1.643  -0.163  1.543  -0.464
C  -1.771  0.582  -0.979  -0.439
N  -1.433  -0.872  -1.109  -0.797
O  -0.202  -1.490  0.509  -0.208
H  3.324  1.240  1.437  0.259
H  2.213  1.246  0.000  0.241
H  1.807  -0.679  2.575  0.320
H  -1.997  0.854  -2.009  0.219
H  -2.550  0.796  -0.343  0.218
H  -1.061  1.285  -0.606  0.180
H  -0.866  -1.251  -1.865  0.386
H  -2.260  -1.408  -0.917  0.386

(6)
This record from the Open Molecules 2025 dataset describes an isolated molecule of C5H7NS. The level of theory is wB97M-V/def2-TZVPD.

Output
SMILES: C=C1SC[C@@H]2N[C@@H]12
LUMO, eV: 0.8
Total charge: 0
HOMO-LUMO gap, eV: 9.414

Each line ends with the natural charge from an NBO analysis.
Positions of all 14 atoms, in Å:
C  0.333  2.325  -0.705  -0.439
C  0.443  1.014  -0.415  -0.113
C  0.478  -1.221  1.218  -0.464
C  -0.754  -0.707  0.453  -0.095
C  -0.259  -0.276  -0.852  -0.169
H  -0.345  2.664  -1.491  0.224
H  1.043  3.003  -0.160  0.216
H  0.893  -2.121  0.788  0.213
H  0.295  -1.304  2.265  0.220
H  -1.192  0.096  1.119  0.205
H  -1.352  -1.910  -1.191  0.360
H  0.493  -0.936  -1.231  0.188
N  -1.621  -0.973  -0.679  -0.513
S  1.545  0.347  0.881  0.166

Values for max |F|, hartree/bohr, ordered as above
0.0190, 0.0124, 0.0184, 0.0919, 0.0770, 0.0552
Values for relative energy (zero: lowest compared OMol25 entry of this formula, charge and spin), kcal/mol, ordered as above
166.3, 20.9, 0.0, 40.0, 84.3, 96.8